Below is a molecular structure, C50H119N8O9Y, with properties calculated with ωB97M-V/def2-TZVPD.

Results
E_HOMO = -10.56 eV
Kohn-Sham gap = 3.4 eV
Energy above the lowest of the compared OMol25 structures with the same formula, charge and spin = 62.9 kcal/mol

```
! wB97M-V def2-TZVPD RIJCOSX def2/J DEFGRID3
* xyz 2 1
Y -4.8230 0.5448 -1.7904
C -0.5175 1.8903 -0.4101
C -1.1736 0.5153 -0.9831
C -0.7310 -0.7711 -0.2336
O -2.5560 0.6326 -0.9992
H -0.9753 2.2252 0.5207
H -0.6458 2.6529 -1.1782
H 0.5082 1.7720 -0.0606
H -0.8608 0.3642 -2.0163
H 0.3506 -0.8934 -0.2907
H -0.9479 -1.6189 -0.8835
H -1.0525 -0.8311 0.8062
C -0.5952 5.9170 0.9764
C 0.8849 6.0979 0.6991
C 1.1416 6.8423 -0.5887
O 0.7038 6.0708 -1.6734
C 1.5881 4.9568 -2.0418
N 1.3506 6.9058 1.8095
H -0.7673 5.0519 1.6168
H -1.0060 5.8832 -0.0326
H -1.1295 6.7379 1.4548
H 1.4868 5.1937 0.6081
H 2.2046 7.0784 -0.6371
H 0.6020 7.7762 -0.7464
H 1.7044 4.1145 -1.3599
H 2.5741 5.2758 -2.3795
H 1.0986 4.3446 -2.7992
H 0.7225 7.6831 1.9555
H 1.2221 6.3696 2.6557
C -5.7287 -3.3523 -3.3160
C -4.6764 -3.3227 -2.2701
C -3.5224 -4.4178 -2.4968
O -3.0155 -4.6554 -1.1994
C -1.8448 -5.4653 -1.0057
N -4.2250 -1.9575 -1.9729
H -6.3343 -2.4562 -3.1801
H -6.3516 -4.2435 -3.3924
H -5.3756 -3.2668 -4.3436
H -5.3323 -3.5308 -1.4247
H -2.8138 -3.9570 -3.1850
H -3.8053 -5.3672 -2.9514
H -1.8691 -6.3296 -1.6694
H -1.8133 -5.8451 0.0156
H -0.8890 -4.9659 -1.1644
H -3.6085 -1.7344 -2.7411
H -3.4759 -2.2202 -1.3484
C 1.3876 -3.6037 1.0420
C 2.2825 -4.2265 0.0138
C 3.5938 -3.3850 -0.2688
O 4.4795 -3.4478 0.8658
C 5.6453 -2.6153 0.7414
N 2.5111 -5.5535 0.5274
H 1.6869 -3.5284 2.0874
H 0.4276 -4.1115 0.9493
H 1.2063 -2.5590 0.7894
H 1.7748 -4.2674 -0.9499
H 3.3376 -2.3830 -0.6132
H 3.8918 -3.9966 -1.1204
H 6.5414 -2.9900 1.2361
H 5.5595 -1.5933 1.1106
H 5.9538 -2.5005 -0.2977
H 3.0427 -5.4889 1.3838
H 3.2476 -5.9425 -0.0439
C -2.7299 3.5906 -3.6163
C -3.5772 3.4814 -2.3458
C -3.7716 4.9282 -1.6924
O -4.7392 4.8689 -0.6134
C -4.9922 6.2382 -0.0827
N -4.8075 2.7592 -2.7001
H -2.1008 4.4796 -3.6616
H -3.2433 3.6629 -4.5751
H -1.8914 2.8959 -3.6657
H -3.1196 3.0149 -1.4734
H -4.1585 5.7011 -2.3564
H -2.8262 5.3219 -1.3192
H -5.3362 6.9106 -0.8685
H -4.0645 6.5617 0.3893
H -5.7287 6.1746 0.7182
H -5.5101 3.4502 -2.9213
H -4.6742 2.3318 -3.6054
C -5.1885 2.3212 2.6757
C -4.9096 1.4664 1.3342
C -5.6422 0.0963 1.4516
O -5.7158 -0.5517 0.1632
C -6.5331 -1.6759 0.3098
N -5.4696 2.1813 0.1218
H -6.2431 2.3751 2.9461
H -4.7249 3.3061 2.6184
H -4.6335 1.9127 3.5202
H -3.8352 1.2948 1.2681
H -6.5707 0.4521 1.8981
H -5.1037 -0.5569 2.1382
H -5.9208 -2.4690 0.7388
H -6.9812 -2.0893 -0.5937
H -7.3617 -1.4297 0.9738
H -5.1379 3.1353 0.1317
H -6.4582 2.2652 0.3107
C 0.2278 -2.9236 -6.3081
C 0.9885 -2.5064 -5.0487
C 0.5110 -3.2893 -3.7807
C 0.9953 -4.6207 -3.7190
C 2.5287 -4.6681 -3.7799
C 3.1049 -3.9631 -5.0615
N 2.4226 -2.6427 -5.2450
O 3.0550 -1.8048 -5.9834
C 4.6080 -3.9166 -4.7197
C 2.8669 -4.8043 -6.3819
C 0.5160 -1.0897 -4.6326
H -0.7665 -2.4778 -6.2834
H 0.0091 -3.9800 -6.4642
H 0.7674 -2.5305 -7.1698
H 0.9868 -2.7907 -2.9362
H -0.5664 -3.3497 -3.6268
H 0.5971 -5.3035 -4.4695
H 0.6763 -5.0603 -2.7740
H 2.7783 -5.7265 -3.7044
H 2.8615 -4.0079 -2.9790
H 5.0823 -3.2384 -5.4291
H 4.7699 -3.3894 -3.7796
H 5.0782 -4.8893 -4.8646
H 1.8522 -5.2024 -6.3865
H 2.9649 -4.1750 -7.2664
H 3.4031 -5.7346 -6.5695
H -0.5364 -0.8447 -4.7763
H 1.0224 -0.2891 -5.1717
H 0.8262 -0.7698 -3.6378
H 3.2334 -1.0992 -5.3574
C 5.5192 1.8119 1.1381
C 4.6576 2.4017 2.3356
C 4.8567 1.4992 3.6213
C 6.1473 1.6196 4.3983
C 6.3735 3.1475 4.6773
C 6.4033 4.0079 3.3164
N 5.1182 3.7602 2.6471
O 4.7773 4.7293 1.7437
C 6.4009 5.3944 3.9467
C 7.6728 3.6993 2.4595
C 3.1778 2.3410 1.9307
H 6.5606 1.5200 1.2733
H 5.5725 2.5588 0.3460
H 4.9768 0.9544 0.7399
H 3.9693 1.5479 4.2524
H 4.6861 0.4630 3.3293
H 6.9490 1.1639 3.8172
H 6.1451 1.1289 5.3716
H 7.3240 3.1798 5.2099
H 5.6075 3.4987 5.3687
H 5.4282 5.7731 4.2608
H 7.0464 5.3515 4.8239
H 6.9033 6.2308 3.4607
H 8.5790 4.2148 2.7774
H 7.8221 2.6325 2.6263
H 7.5426 3.9482 1.4063
H 3.1932 2.5340 0.8580
H 2.4409 2.9874 2.4074
H 2.8239 1.3357 2.1593
H 4.0745 5.2002 2.1974
C -1.6843 -0.3573 5.3284
C -1.0648 -0.9471 4.0433
C -0.0824 -2.1988 4.2932
C -0.9016 -3.4631 4.6097
C -1.7440 -3.7829 3.3753
C -2.7275 -2.6592 3.0013
N -2.0712 -1.2998 3.0529
O -2.7762 -0.3332 2.5779
C -3.1749 -2.9148 1.6108
C -3.8896 -2.7865 4.0055
C -0.1021 0.2199 3.5154
H -0.9220 0.1266 5.9390
H -2.3373 -1.0604 5.8456
H -2.2959 0.5132 5.0910
H 0.4566 -2.2951 3.3507
H 0.6798 -1.9341 5.0261
H -1.4192 -3.2843 5.5522
H -0.2198 -4.3050 4.7299
H -2.3505 -4.6042 3.7571
H -1.1405 -4.0544 2.5092
H -2.4384 -2.6299 0.8595
H -3.5321 -3.9431 1.6673
H -3.9542 -2.1894 1.3770
H -4.3197 -3.7881 4.0039
H -3.5058 -2.8646 5.0226
H -4.6619 -2.0174 3.9918
H 0.6125 -0.0375 2.7337
H 0.4686 0.6120 4.3572
H -0.6116 1.0789 3.0787
H -2.4540 -0.2558 1.6769
*
```